1.
45
Properties=species:S:1:pos:R:3:forces:R:3 method="wB97M-V/def2-TZVPD" mol_weight_g_mol=453.164 orbital_gap_ev=6.7650 e_lumo_ev=-1.58
C -0.46857 4.18908 0.91433 -0.8 0.1 0.2
C -1.97583 3.63996 1.29753 -0.8 0.5 -0.8
C -2.17293 2.02016 1.13888 0.0 -0.8 0.3
C -1.30856 1.10703 2.19094 1.7 -2.3 3.3
C 0.12644 0.48518 1.65599 -0.3 -1.7 4.5
C 1.03303 -0.48201 2.62955 -1.6 1.9 -0.5
B 2.45145 -1.07227 1.95700 0.6 0.4 -0.2
N 2.34819 -2.51743 1.41452 -1.2 1.6 0.8
O 3.69000 -0.24938 1.86146 -2.9 -1.1 -2.0
C 0.65591 -0.93681 4.16164 -1.1 1.0 -0.8
N 1.43782 -1.85869 5.10383 -5.7 4.3 -1.5
S 0.38129 -1.82611 6.53153 -1.0 2.5 -4.1
N -0.96319 -0.75326 6.07998 2.6 0.1 -4.2
C -0.76116 -0.25362 4.66299 1.8 -2.1 1.8
C -1.74188 0.73690 3.73875 2.6 -0.5 -2.9
H 0.08347 3.41778 0.22806 -0.9 1.4 1.5
H 0.10177 4.41050 1.91522 -0.8 -0.5 -2.2
H -0.60437 5.17338 0.27596 0.4 -1.9 1.5
H -2.36222 4.03467 2.35126 1.1 -1.0 -2.2
H -2.71015 4.14216 0.50205 1.4 -1.2 1.7
H -3.31443 1.69046 1.22183 2.4 0.9 0.0
H -1.83522 1.69393 0.04962 -0.6 0.8 2.3
H 0.50154 0.72804 0.56869 -0.8 -0.6 2.8
H 1.91755 -3.05040 2.22695 0.5 0.6 -1.3
H 1.54189 -2.44664 0.72492 1.1 -0.3 1.0
H 3.87745 -0.03204 0.88402 -0.2 -0.8 2.2
H -2.74627 1.14383 4.18530 2.3 -1.0 -0.9
C 1.45378 -1.88397 -2.95282 1.0 -0.3 0.6
C 0.64814 -2.74665 -3.93553 -0.3 -0.5 0.9
C 0.29125 -2.05818 -5.24859 -0.5 -0.1 -1.0
F -0.48971 -0.97071 -5.06023 0.1 -0.4 -0.2
F -0.41571 -2.89893 -6.05216 0.3 -0.1 0.3
F -0.46055 -3.22302 -3.30800 0.2 0.3 -0.4
F 1.41090 -3.84936 -4.22468 0.0 0.6 -0.3
O 0.70153 -1.24930 -1.91577 -1.1 1.3 -1.0
C 0.11458 0.00308 -2.26496 1.9 -1.0 -0.2
C -1.41708 -0.02140 -2.19859 -1.1 -0.3 -0.2
F -1.93721 -0.94637 -3.04692 0.4 0.3 0.5
F -1.94322 1.17729 -2.56431 0.6 -0.1 0.1
F 0.58446 0.39690 -3.47247 -0.5 0.4 0.8
F 0.59927 0.90128 -1.36457 -0.5 0.0 -0.4
H 2.12519 -2.56797 -2.41847 -0.4 0.0 -0.1
H 2.12728 -1.18370 -3.46088 -0.4 -0.1 -0.1
H 1.18738 -1.75527 -5.79519 0.1 0.0 0.1
H -1.76330 -0.25810 -1.18867 0.3 0.0 0.1


2.
52
Properties=species:S:1:pos:R:3:forces:R:3 method="wB97M-V/def2-TZVPD" mol_weight_g_mol=926.455 orbital_gap_ev=6.7516 charge=+1 e_lumo_ev=-5.20
Pd -0.30888 0.18354 0.27963 0.5 0.5 0.2
F 3.88309 3.33934 0.05066 0.0 0.0 0.0
C 2.86810 3.33472 0.89520 0.1 -0.1 -0.4
F 2.03590 4.32968 0.60454 0.0 0.0 0.0
F 3.30284 3.46278 2.13341 0.0 0.0 0.0
S 1.90164 1.76849 0.79743 -0.4 0.0 0.5
O 0.90586 1.93093 1.83411 0.3 0.2 0.2
O 1.28292 1.64479 -0.53987 -0.2 -0.2 0.2
N 2.98548 0.68871 1.02848 0.2 0.0 0.1
S 2.67176 -0.70673 1.69902 0.2 0.1 0.0
O 3.54443 -1.71405 1.21593 0.0 -0.1 0.0
O 1.23442 -0.98029 1.76191 -0.3 0.2 -0.5
C 3.12698 -0.45319 3.46992 -0.1 -0.1 0.0
F 4.39351 -0.08899 3.56009 0.0 0.0 0.0
F 2.94165 -1.60175 4.11238 0.0 0.0 0.0
F 2.35437 0.48037 4.01571 0.0 0.0 0.0
C -2.19612 1.48453 -1.58597 0.0 0.0 0.0
N -1.82383 1.57268 -0.15490 0.0 -0.1 -0.1
C -1.42606 2.97244 0.12869 0.0 0.0 0.0
C -2.97273 1.19262 0.71014 0.0 -0.1 0.0
C -3.00844 -0.31089 0.81549 0.0 0.0 0.0
N -1.69038 -0.77683 1.32460 -0.3 -0.4 0.1
C -1.51667 -0.43954 2.76671 -0.1 0.0 -0.1
C -1.57622 -2.24625 1.15599 0.0 0.1 0.0
H -2.97066 2.22630 -1.79772 0.0 0.0 0.0
H -2.56008 0.49254 -1.83170 0.0 0.0 0.0
H -1.31711 1.70207 -2.18930 0.0 0.0 0.0
H -2.28346 3.62340 -0.06131 0.0 0.0 0.0
H -0.60578 3.24830 -0.52706 0.0 0.0 0.0
H -1.10469 3.06173 1.16108 0.0 0.0 0.0
H -3.90882 1.58706 0.30609 0.0 0.0 -0.1
H -2.82547 1.65483 1.68439 0.0 0.0 0.0
H -3.15240 -0.77158 -0.16158 0.0 0.0 0.0
H -3.80630 -0.66263 1.47479 0.0 0.0 0.0
H -2.37466 -0.83136 3.31708 0.0 0.0 0.0
H -1.44124 0.63617 2.89871 0.0 0.0 0.0
H -0.59996 -0.89305 3.12210 0.0 0.0 0.0
H -2.31225 -2.73343 1.79936 0.0 0.0 0.0
H -0.57500 -2.55382 1.44699 0.0 0.0 0.0
H -1.76739 -2.50154 0.11781 0.0 0.0 0.0
Br 0.06818 -3.32783 -6.44072 0.0 0.0 0.0
C 0.47664 -2.65194 -4.75641 0.1 0.0 0.0
C 1.91048 -2.62572 -4.33249 -0.1 0.0 -0.1
Br 3.19724 -3.25250 -5.52386 0.0 0.0 0.0
C 2.28595 -2.16324 -3.12566 0.0 0.0 0.0
Br 4.03378 -2.08110 -2.50040 0.0 0.0 0.0
C 1.26963 -1.67013 -2.19026 0.0 -0.2 -0.4
O 1.51045 -1.26652 -1.08874 0.0 0.2 0.5
C -0.20218 -1.67507 -2.64150 0.2 -0.1 -0.1
O -1.01526 -1.24641 -1.86054 -0.4 -0.1 0.0
C -0.51629 -2.20284 -3.96122 0.0 0.0 0.0
Br -2.32701 -2.18877 -4.41724 0.0 0.0 -0.1


3.
37
Properties=species:S:1:pos:R:3:forces:R:3 method="wB97M-V/def2-TZVPD" mol_weight_g_mol=343.283 orbital_gap_ev=8.7015 e_lumo_ev=-0.08
C 2.53376 -2.49357 2.15736 -0.9 0.3 0.0
C 1.91803 -1.78883 0.95074 0.2 -0.3 0.5
C 2.71128 -1.55588 -0.22649 0.7 -0.2 0.0
N 2.30096 -0.96505 -1.32508 -0.6 -0.3 1.6
C 1.00454 -0.55236 -1.19774 -0.3 0.8 -1.4
C 0.40558 0.15163 -2.30303 0.0 0.6 0.0
N 1.17910 0.40942 -3.52618 -0.7 -1.5 0.4
C 1.27159 -0.64389 -4.14108 1.0 0.1 -0.3
S 1.52545 -1.99462 -4.89843 -0.3 0.5 0.1
C -0.88342 0.58670 -2.27881 -0.9 0.1 0.5
C -1.72476 0.33814 -1.13650 0.4 0.1 0.4
C -3.18983 0.75661 -1.06072 -0.1 -0.5 -0.5
C -4.10114 -0.23265 -0.27193 -0.2 0.0 -0.2
N -5.33776 -0.54489 -1.05886 0.2 -0.2 1.0
C -1.16683 -0.30244 -0.06101 0.6 -0.3 -0.1
C 0.20557 -0.76243 -0.06693 -1.5 0.2 0.4
N 0.66143 -1.41201 1.04626 0.9 0.1 -0.9
H 1.69231 -2.78044 2.81012 0.4 0.0 -0.3
H 3.10164 -3.39289 1.88720 0.0 0.4 0.1
H 3.12132 -1.76929 2.74053 0.2 -0.4 -0.3
H 3.75226 -1.90578 -0.20912 -0.4 0.1 0.0
H -1.31342 1.11952 -3.13107 0.3 -0.2 0.2
H -3.60572 0.79934 -2.08307 0.2 0.0 0.4
H -3.32013 1.76551 -0.63763 0.3 -0.3 -0.1
H -3.60974 -1.19233 -0.05008 0.3 0.5 -0.1
H -4.37835 0.20296 0.70309 0.1 -0.1 -0.4
H -6.09151 -0.59864 -0.37457 -0.1 0.1 -0.3
H -5.23373 -1.51149 -1.36211 -0.1 0.2 -0.3
H -1.77468 -0.50041 0.82365 0.4 0.0 -0.1
Cl 0.34202 2.05716 1.71349 0.1 0.0 0.0
C 1.69377 3.02948 2.35117 -0.1 0.2 0.0
C 3.03347 2.38267 2.10850 0.1 0.1 -0.1
Cl 3.25256 0.91001 3.08502 0.0 0.0 0.0
H 1.51767 3.19602 3.41192 0.0 -0.1 0.0
H 1.65429 3.99230 1.84260 0.1 0.0 0.0
H 3.83018 3.06982 2.39142 -0.1 0.0 0.0
H 3.16626 2.11755 1.06123 -0.1 -0.1 0.0


4.
49
Properties=species:S:1:pos:R:3:forces:R:3 method="wB97M-V/def2-TZVPD" relative_energy_kcal_mol=62.6 mol_weight_g_mol=585.533 orbital_gap_ev=5.1752 charge=-1 e_lumo_ev=-0.62
Cl 7.96004 7.09604 1.34116 -0.4 -0.9 0.7
O 8.44042 6.28600 0.26647 1.5 -0.2 -0.9
O 7.27925 8.22404 0.74457 -0.6 0.0 0.6
O 7.10572 6.16795 2.09154 -0.2 1.5 0.3
O 9.00104 7.61289 2.22606 -0.3 -0.5 -0.6
C 1.81986 5.97651 -4.52000 -1.9 -0.4 -1.1
C 1.32902 4.86689 -3.88829 2.9 1.4 0.9
C 0.02725 4.21077 -4.20235 -0.9 -1.1 1.2
O -0.52352 3.37258 -3.48245 1.3 1.3 -1.0
C -0.56476 4.72113 -5.40334 -0.7 0.3 -1.2
C -0.08746 5.76211 -6.09085 -0.6 0.1 -1.4
C 1.13123 6.50973 -5.73727 2.6 1.2 1.7
O 1.60617 7.49386 -6.33592 -1.8 -2.0 0.4
O -0.68764 6.14430 -7.24284 0.0 -0.2 0.7
O 2.05956 4.33699 -2.88110 -1.3 -0.8 0.0
H 2.67818 6.55471 -4.21119 0.2 -0.3 0.2
H -1.44892 4.28376 -5.84309 -0.2 -0.3 0.4
H -0.24197 6.95267 -7.50650 0.3 0.5 -0.4
H 2.88354 4.80074 -2.71504 0.1 0.3 -0.2
C 14.93206 0.77872 -5.49138 0.0 -1.9 -1.3
C 14.92914 -0.30243 -6.37942 1.6 2.7 2.5
C 13.69947 -0.92059 -6.87152 -2.9 -0.6 -0.9
O 13.68683 -1.92295 -7.60424 0.6 1.7 1.3
C 12.41216 -0.20496 -6.45921 1.8 -0.1 0.0
C 12.44040 0.85108 -5.60870 0.3 -0.3 0.5
C 13.72331 1.38495 -4.89805 1.2 -1.5 -2.1
O 13.76692 2.22478 -4.03057 -1.1 -0.3 -0.3
O 11.35974 1.52130 -5.24046 -0.3 -0.3 -0.2
O 16.14222 -0.78647 -6.73418 -1.0 0.1 0.0
H 15.90754 1.14164 -5.20306 0.0 0.1 0.2
H 11.49484 -0.55750 -6.90713 0.0 0.0 0.1
H 11.67898 2.07533 -4.52441 -0.3 0.8 0.6
H 15.96694 -1.60154 -7.21017 0.1 -0.5 -0.5
O 0.92355 8.19013 0.94776 -0.3 0.1 0.0
H 1.21186 7.45437 0.40759 0.1 -0.2 -0.1
H 1.60544 8.28086 1.61337 0.2 0.0 0.2
O 13.91210 9.36901 5.71320 0.2 0.0 0.2
H 13.20458 8.80431 5.40211 -0.2 -0.2 -0.1
H 14.11650 9.93131 4.96603 0.0 0.1 -0.2
C 11.71344 0.80514 2.73864 0.6 0.4 0.6
Cl 11.22705 -0.71739 3.54107 0.1 0.5 -0.4
Cl 13.04194 1.64472 3.67632 -0.7 -0.5 -0.5
H 12.11213 0.60936 1.74324 -0.2 -0.1 0.3
H 10.87600 1.50250 2.71655 0.1 -0.3 0.0
C 9.42491 12.90456 -3.70217 0.1 0.0 -1.1
Cl 9.77688 14.22848 -4.89279 -0.4 -0.1 0.7
Cl 10.05898 11.42240 -4.45225 0.1 -0.1 0.6
H 9.91084 13.16586 -2.76212 -0.1 -0.3 -0.3
H 8.35148 12.73358 -3.62098 0.2 0.5 0.1


5.
39
Properties=species:S:1:pos:R:3:forces:R:3 method="wB97M-V/def2-TZVPD" relative_energy_kcal_mol=0.0 mol_weight_g_mol=341.751 orbital_gap_ev=9.1949 e_lumo_ev=-0.54
O -0.22583 -1.14385 0.07415 0.1 -0.4 0.0
C -0.62976 -0.00423 0.18979 0.2 0.6 -0.1
N -1.92589 0.34340 0.18352 -0.4 0.1 0.1
H -2.20461 1.29815 0.35445 0.2 0.0 0.0
C -3.00422 -0.61651 0.15641 -0.2 0.0 0.3
H -3.57727 -0.49262 -0.76939 0.0 -0.1 0.1
H -2.56348 -1.61471 0.18031 -0.1 0.1 0.0
C -3.92924 -0.39727 1.36251 0.3 -0.5 -0.2
H -3.34135 -0.50598 2.28190 0.0 0.0 -0.1
C -5.14931 -1.33744 1.34146 0.1 0.2 0.0
H -5.08467 -2.10020 2.11305 0.0 -0.1 0.0
H -5.21955 -1.83058 0.37146 0.0 -0.1 0.0
C -6.33358 -0.39079 1.54923 0.2 0.2 0.0
H -7.23704 -0.72294 1.04451 -0.1 0.0 0.0
C -5.78619 0.91385 0.97488 -0.4 0.0 -0.1
H -6.25669 1.80895 1.38256 0.0 0.0 -0.1
O -4.42424 0.93757 1.35225 0.2 0.1 0.1
H -5.88100 0.92529 -0.12090 0.0 0.0 0.1
H -6.54186 -0.26752 2.61195 0.0 0.0 0.0
C 0.33727 1.17026 0.34432 0.1 0.0 0.1
N 1.67166 0.71337 0.04784 -0.2 -0.3 0.2
C 2.47487 1.40675 -0.78816 0.1 -0.1 0.2
O 2.20253 2.51673 -1.20322 0.0 0.2 -0.2
C 3.75924 0.72649 -1.15038 0.3 0.0 -0.2
C 4.39116 -0.18812 -0.32533 0.1 0.0 -0.1
C 5.60645 -0.75496 -0.69844 -0.4 0.7 -0.7
C 6.19355 -0.42794 -1.92444 -0.1 -0.1 0.3
C 5.55243 0.49343 -2.74824 0.0 -0.1 0.1
C 4.36381 1.07381 -2.35872 -0.1 0.0 0.2
H 3.87739 1.80819 -2.98270 0.0 0.1 -0.1
H 6.00397 0.74882 -3.69328 0.1 0.0 -0.1
Cl 7.65332 -1.14674 -2.46902 0.1 0.1 -0.4
N 6.21159 -1.67426 0.24075 0.2 -0.2 0.3
O 5.46557 -2.21292 1.02985 -0.2 -0.2 0.3
O 7.40776 -1.83695 0.19970 0.3 0.0 0.2
H 3.98205 -0.46479 0.63537 0.0 0.0 0.0
H 1.79073 -0.28553 0.17223 0.1 0.1 -0.1
H 0.08871 1.98902 -0.33726 0.0 -0.1 0.1
H 0.28173 1.54278 1.37505 -0.1 0.0 -0.1


6.
31
Properties=species:S:1:pos:R:3:forces:R:3 method="wB97M-V/def2-TZVPD" relative_energy_kcal_mol=84.3 mol_weight_g_mol=198.289 orbital_gap_ev=8.2541 charge=+1 e_lumo_ev=-4.28
C 2.80309 1.14235 -1.33074 -0.3 -0.2 0.2
C 2.77634 -0.05824 -0.62222 -0.2 0.2 -0.1
C 1.62520 1.85597 -1.45460 0.1 -0.1 0.1
C 1.58843 -0.50395 -0.10168 0.5 -0.2 0.0
C 0.44526 1.37815 -0.90181 0.2 0.3 -0.3
C -0.83368 -1.53253 0.94773 0.0 0.9 -0.4
C -1.91499 -2.35400 1.51678 0.0 0.1 0.0
C -0.15568 3.65251 0.84168 -0.1 0.0 -0.1
C -1.66395 1.89309 -2.02042 0.3 0.1 0.2
C -1.01254 3.26289 -0.09496 0.0 0.1 0.2
C -0.80481 2.16874 -1.03760 -0.2 -0.2 -0.3
C -0.56825 -3.00641 1.71826 -0.1 2.9 -1.6
C -0.75408 -0.32325 0.26069 -1.1 -4.2 2.6
C -0.10652 -4.16837 0.89677 0.0 -0.1 -0.1
N 0.44332 0.19446 -0.24650 1.0 0.5 -0.4
H 3.71752 1.49911 -1.77643 0.1 0.1 0.0
H 3.66843 -0.64491 -0.48309 0.1 -0.1 0.0
H 1.59093 2.79221 -1.99006 0.0 0.1 0.0
H 1.50336 -1.43642 0.43782 -0.1 0.1 0.0
H -2.43432 -1.98155 2.38977 0.0 0.1 0.2
H -2.59892 -2.81727 0.81354 0.0 -0.1 -0.1
H -0.39277 4.47539 1.49241 -0.1 0.2 0.1
H 0.80972 3.19466 0.98987 0.1 -0.2 0.0
H -2.55819 2.47711 -2.15150 -0.2 0.1 0.0
H -1.49436 1.09209 -2.71941 0.0 -0.2 -0.1
H -1.95513 3.77828 -0.20973 -0.1 0.1 0.0
H -0.09619 -2.86293 2.67837 -0.1 0.0 0.2
H -1.63777 0.26287 0.07752 0.0 0.0 0.0
H -0.16950 -3.96321 -0.17046 0.0 0.0 0.0
H -0.73842 -5.03006 1.10691 0.0 -0.1 0.0
H 0.91846 -4.43679 1.14312 0.0 0.0 -0.1


7.
36
Properties=species:S:1:pos:R:3:forces:R:3 method="wB97M-V/def2-TZVPD" relative_energy_kcal_mol=52.9 mol_weight_g_mol=292.360 orbital_gap_ev=9.5330 e_lumo_ev=0.64
C -3.97087 -0.43492 -1.72251 -0.1 -0.1 -0.2
H -4.95333 -0.82262 -1.45730 0.1 0.0 -0.1
O -3.35253 -0.10981 -0.49969 0.3 0.1 0.2
C -2.09352 0.40125 -0.51476 0.2 0.1 0.1
C -1.36587 0.62800 -1.68021 -0.1 0.0 -0.1
C -0.08435 1.13096 -1.59203 -0.2 0.0 -0.1
C 0.47801 1.41865 -0.36321 0.5 0.3 -0.1
C -0.23593 1.23042 0.81538 -0.1 0.0 0.0
C -1.53135 0.71215 0.73377 -0.1 -0.1 -0.2
C -2.33096 0.48424 1.98074 0.0 0.0 -0.1
H -3.29597 0.05604 1.73210 0.0 0.0 0.1
H -2.48865 1.42290 2.50973 0.0 0.0 0.1
H -1.80605 -0.19312 2.65227 0.0 0.0 0.1
C 0.32026 1.58237 2.15789 0.1 0.1 0.1
H 0.36760 0.69709 2.79099 0.0 -0.1 0.1
H -0.33145 2.30302 2.65026 0.0 0.0 0.1
H 1.31089 2.01162 2.06823 -0.1 0.0 0.2
S 2.19240 1.92341 -0.52433 0.3 -0.3 -0.4
O 2.82481 2.22726 0.72399 -0.2 -0.3 0.0
O 2.31244 2.87636 -1.58436 -0.1 -0.1 -0.2
N 2.88517 0.50323 -1.13981 0.0 1.1 0.0
C 2.53067 -0.71847 -0.60281 -0.2 -0.8 0.6
N 2.31005 -1.70849 -1.45935 0.2 0.6 -0.3
C 1.96846 -2.89096 -0.97157 -0.1 -0.2 0.1
C 1.80770 -3.14446 0.37785 0.0 0.0 0.1
C 2.04403 -2.10430 1.26986 0.0 0.0 -0.2
C 2.41821 -0.86969 0.78206 0.0 -0.1 -0.1
H 2.64009 -0.03481 1.42359 0.1 0.0 0.2
H 1.94453 -2.26264 2.33403 0.0 0.0 0.1
H 1.51573 -4.12271 0.72488 0.0 -0.1 0.0
H 1.81090 -3.66322 -1.71311 0.0 -0.1 0.0
H 2.95209 0.49569 -2.14727 -0.1 0.1 -0.1
H 0.49262 1.32085 -2.48249 0.0 -0.1 -0.2
H -1.78231 0.41317 -2.65012 -0.1 0.0 -0.1
H -3.41259 -1.20503 -2.26327 0.0 0.0 0.0
H -4.09089 0.44656 -2.35938 0.0 0.0 0.0